Entry 1:
73
Properties=species:S:1:pos:R:3:forces:R:3 method="wB97M-V/def2-TZVPD" homo_ev="2.392 / 2.345" energy_ha=-3278.7114 relative_energy_ev=1.737 fmax_ev_per_a=6.5 spin_multiplicity=2 lumo_energy_ev="4.1 / 4.0" orbital_gap_ev="1.70 / 1.70" total_charge=-2
C 3.1383 1.6570 -3.7014 1.23 -1.37 0.58
I 1.8270 -2.0097 -4.4859 3.27 -1.21 -5.50
H 3.9258 1.1896 -3.0048 -0.53 1.43 -1.16
H 3.0257 2.8103 -3.7869 0.71 -2.20 0.19
H 3.3854 1.1492 -4.6380 -0.61 0.33 -0.25
C 0.0444 -2.1504 -2.4703 0.32 0.37 2.33
C 1.2053 -2.4417 -1.7965 -2.11 0.34 0.59
N 1.9707 -1.2769 -1.7859 -0.14 1.19 -0.37
C 1.4220 -0.3925 -2.8679 0.68 -1.03 1.42
N 0.0975 -0.8252 -2.8836 -1.95 0.66 1.17
H -0.8684 -2.7573 -2.5461 0.66 0.51 -0.11
H 1.4064 -3.3058 -1.1624 0.24 0.36 -0.44
C 1.0823 2.8035 0.3010 -1.47 0.35 -0.49
C 1.8600 2.0296 -1.7006 0.78 -1.09 -3.20
N 0.7603 2.4212 -1.0231 -3.19 1.08 1.92
H 3.1161 2.9698 1.1915 -0.79 -0.19 -0.58
N 2.9178 2.3448 -0.8585 1.35 0.23 0.96
H 0.3223 3.0730 1.0453 0.47 -0.19 -0.56
Yb 1.6315 0.3006 -0.0625 -0.19 -1.04 1.88
C 1.8266 1.2269 -3.0808 -3.24 2.07 -0.12
O 0.7646 1.7695 -3.7925 1.59 -0.97 0.64
C 2.4034 2.7374 0.3814 2.56 0.77 1.04
C 4.3359 2.4349 -1.1373 0.47 0.54 0.42
H 4.8159 1.4542 -1.0449 0.16 0.08 -0.12
H 4.8072 3.0772 -0.3800 -0.26 -0.21 -0.08
H 4.5420 2.8762 -2.1160 -0.12 -0.12 0.34
C -0.6324 2.4696 -1.4631 -0.57 -0.07 -0.20
H -0.6506 2.6801 -2.5473 0.05 -0.08 0.62
H -1.1822 3.2450 -0.8669 0.57 -0.59 -0.43
H -1.0804 1.4737 -1.2597 0.03 0.66 -0.20
C -1.0119 -0.2890 -3.6896 0.06 -0.09 0.28
H -1.4069 -1.0424 -4.3878 0.32 -0.01 0.23
H -0.6283 0.5800 -4.2125 0.01 0.05 -0.09
H -1.8185 0.0295 -3.0106 0.21 -0.14 -0.14
C 3.3660 -1.2667 -1.3521 -0.25 -0.39 -0.67
H 3.7739 -0.2704 -1.5349 0.15 -0.11 0.11
H 3.9443 -1.9940 -1.9165 0.23 0.00 -0.17
H 3.4724 -1.5296 -0.2746 -0.14 0.23 -0.29
O -0.4761 -0.1247 0.1086 -0.60 -0.12 0.20
Si -1.3429 -0.5209 1.3922 1.17 0.07 -0.25
C -0.0741 -0.9444 2.7149 -0.49 0.11 0.27
C 0.9317 -0.0053 3.0173 0.31 -0.63 0.24
C 2.0859 -0.4215 3.6999 -0.28 0.40 -0.13
C 2.2035 -1.7406 4.1337 -0.15 -0.08 0.05
C 1.1584 -2.6410 3.9199 0.02 -0.14 0.22
C 0.0143 -2.2416 3.2290 0.22 -0.03 -0.04
C -2.3744 0.9080 1.9453 -0.60 0.17 -0.17
C -2.2922 1.4055 3.2405 -0.18 0.35 0.36
C -3.0342 2.5271 3.6213 -0.11 0.29 0.27
C -3.8944 3.1427 2.7084 -0.02 -0.01 -0.06
C -4.0136 2.6249 1.4098 0.12 -0.15 -0.06
C -3.2504 1.5132 1.0253 -0.27 0.64 0.68
C -2.4541 -1.9711 1.0403 -0.41 -0.33 0.17
C -3.8314 -1.9245 1.2989 -0.07 -0.50 -0.26
C -4.6655 -2.9816 0.9059 0.10 0.04 0.07
C -4.1262 -4.1119 0.2855 0.17 0.20 0.01
C -2.7441 -4.1884 0.0709 0.02 0.18 0.13
C -1.9163 -3.1261 0.4542 -0.40 -0.34 -0.17
H 0.8181 1.0472 2.7208 0.15 -0.42 0.02
H 2.8832 0.3053 3.8788 -0.21 -0.33 -0.04
H 3.1132 -2.0657 4.6434 -0.27 0.11 -0.19
H 1.2308 -3.6722 4.2861 0.05 0.41 -0.11
H -0.8248 -2.9385 3.0758 0.56 0.25 -0.01
H -1.6431 0.9132 3.9756 -0.20 0.25 -0.34
H -2.9402 2.9308 4.6452 -0.07 -0.27 -0.63
H -4.4785 4.0304 3.0032 0.34 -0.52 -0.15
H -4.7017 3.0890 0.6918 0.29 -0.15 0.31
H -3.3517 1.1174 0.0166 0.10 0.05 0.12
H -4.2590 -1.0585 1.8111 0.10 -0.21 -0.25
H -5.7423 -2.9160 1.0841 0.31 -0.06 -0.03
H -4.7770 -4.9329 -0.0282 0.19 0.26 0.10
H -2.3046 -5.0725 -0.4003 -0.17 0.25 0.17
H -0.8375 -3.2057 0.2962 -0.30 0.12 -0.03



Entry 2:
65
Properties=species:S:1:pos:R:3:forces:R:3 method="wB97M-V/def2-TZVPD" homo_ev=-9.248 energy_ha=-1218.0069 relative_energy_ev=0.548 fmax_ev_per_a=1.6 spin_multiplicity=1 lumo_energy_ev=-4.7 orbital_gap_ev=4.55 total_charge=+1
C 0.8968 6.4920 1.3403 0.11 0.32 -0.11
C 1.0692 5.0687 0.9061 -0.05 -0.25 0.35
C 1.5282 4.1335 1.8387 0.08 -0.11 -0.13
C 1.6336 2.7931 1.5061 -0.28 -0.62 0.09
C 1.1716 2.3026 0.2477 -0.46 0.74 0.10
C 1.1162 0.9022 -0.0654 0.95 0.13 0.77
C 1.0062 0.4171 -1.3728 -0.63 -1.20 -0.87
C 1.6201 -0.7587 -1.7929 -0.59 0.93 0.87
C 1.8624 -1.0995 -3.1566 0.02 -0.33 -1.61
C 2.3266 -2.3968 -3.5322 -0.32 0.55 0.27
C 2.4211 -2.7656 -4.8642 0.03 0.19 0.05
C 2.0963 -1.8580 -5.8874 0.11 -0.03 0.40
C 2.1557 -2.3140 -7.3140 0.06 0.00 -0.27
C 1.7436 -0.5429 -5.5419 0.06 -0.15 0.10
C 1.6278 -0.1664 -4.2104 -0.06 -0.38 0.30
C 0.7555 3.2827 -0.7006 0.08 -0.06 0.13
C 0.7508 4.6347 -0.3860 -0.21 -0.37 -0.27
H 0.6662 7.1374 0.4878 0.05 -0.04 0.19
H 0.0873 6.5982 2.0801 0.21 -0.16 -0.25
H 1.8157 6.8519 1.8213 -0.21 -0.01 -0.13
H 1.7666 4.4825 2.8485 0.09 -0.27 -0.39
H 2.0482 2.0890 2.2354 -0.30 0.20 -0.21
H 1.3870 0.2046 0.7258 0.46 0.23 -0.25
H 0.3781 0.9605 -2.0886 0.81 0.10 0.10
H 1.9565 -1.4669 -1.0341 0.23 0.23 -0.04
H 2.5784 -3.1067 -2.7463 -0.05 0.07 -0.15
H 2.7680 -3.7650 -5.1450 -0.18 0.33 0.21
H 1.9043 -1.4958 -7.9964 0.06 -0.21 0.07
H 3.1604 -2.6861 -7.5689 -0.30 0.13 0.09
H 1.4502 -3.1419 -7.4852 0.20 0.27 0.06
H 1.5750 0.1820 -6.3429 -0.03 -0.21 0.34
H 1.3420 0.8569 -3.9584 0.16 -0.31 -0.17
H 0.4277 2.9476 -1.6876 0.13 0.32 0.32
H 0.4544 5.3674 -1.1380 0.00 -0.23 0.20
C 0.5297 2.0574 5.0937 -0.09 0.24 -0.35
C -0.4206 2.6277 4.2328 0.19 -0.19 0.20
C -0.8844 1.9160 3.1304 0.20 -0.44 -0.22
C -0.4004 0.6092 2.8628 1.04 0.53 0.03
C -0.8236 -0.1109 1.6829 -0.29 0.65 -0.77
C -0.7927 -1.5010 1.6168 -0.76 0.01 -0.26
N -1.8682 -2.2795 1.4086 1.00 0.49 -0.04
C -1.6783 -3.7134 1.5799 0.01 -0.44 -0.16
C -2.6272 -4.5194 0.7096 0.19 -0.01 -0.14
C -4.0748 -4.1035 0.9226 -0.34 -0.07 0.24
C -4.2646 -2.5918 0.7848 0.23 0.20 -0.23
C -3.2331 -1.7751 1.5783 -0.68 0.11 0.02
C 0.5694 0.0560 3.7294 -0.25 0.44 0.04
C 1.0261 0.7757 4.8271 -0.04 0.05 -0.06
H 0.9171 2.6379 5.9314 -0.17 -0.24 -0.16
H -0.7808 3.6467 4.4124 0.10 -0.43 -0.03
H -1.6060 2.3595 2.4342 0.24 -0.14 0.33
H -1.3457 0.4580 0.9093 -0.90 -0.35 0.71
H 0.1528 -2.0463 1.7227 -0.36 -0.09 0.70
H -0.6373 -3.9234 1.3161 -0.21 -0.14 0.15
H -1.8379 -3.9830 2.6393 0.04 0.17 -0.22
H -2.3616 -4.3872 -0.3448 0.04 0.05 0.05
H -2.4722 -5.5747 0.9459 -0.14 0.02 -0.06
H -4.7060 -4.6106 0.1846 0.02 0.04 0.21
H -4.4171 -4.4257 1.9177 0.11 0.03 -0.17
H -4.2074 -2.3202 -0.2737 0.08 0.01 0.02
H -5.2615 -2.2888 1.1279 0.20 -0.10 -0.07
H -3.5287 -1.8260 2.6456 0.47 -0.03 -0.22
H -3.2700 -0.7201 1.2828 0.06 -0.40 0.11
H 0.9674 -0.9299 3.4927 0.00 0.16 0.30
H 1.7898 0.3461 5.4742 -0.18 0.09 -0.11



Entry 3:
71
Properties=species:S:1:pos:R:3:forces:R:3 method="wB97M-V/def2-TZVPD" homo_ev=-5.905 energy_ha=-1649.2483 relative_energy_ev=0.000 fmax_ev_per_a=3.2 spin_multiplicity=1 lumo_energy_ev=-2.5 orbital_gap_ev=3.42
C 4.1655 0.9738 0.5110 -0.43 0.04 0.12
N 3.4246 0.0522 -0.3301 0.09 -1.22 -1.29
C 4.0578 -0.6511 -1.3291 -0.73 0.78 1.12
O 5.2268 -0.5710 -1.6410 -0.39 -0.21 -0.09
C 3.0297 -1.5866 -1.9361 -0.58 -0.45 -0.85
C 3.4814 -3.0412 -1.7812 0.11 -0.40 -0.27
C 3.6392 -3.4594 -0.3526 -0.11 0.09 0.17
C 4.8166 -3.2029 0.3335 0.12 0.15 -0.15
C 4.9468 -3.5396 1.6645 0.13 0.07 0.08
C 3.8917 -4.1323 2.3270 -0.01 -0.07 0.36
C 2.7136 -4.3950 1.6590 -0.20 -0.10 0.12
C 2.5910 -4.0586 0.3272 0.01 0.06 -0.10
N 1.7354 -1.3098 -1.2419 -0.37 -0.46 -0.63
C 0.5507 -1.8954 -1.5782 2.81 1.38 0.70
C -0.6424 -1.6725 -0.9250 -1.21 0.07 0.49
C -1.8314 -2.2752 -1.2832 1.00 0.46 0.20
C -3.0780 -2.0758 -0.6290 -0.57 0.07 0.32
C -4.2393 -2.6843 -1.1404 0.46 0.07 -0.04
C -5.4560 -2.4921 -0.5343 -0.22 -0.13 -0.13
C -5.5546 -1.7004 0.5958 0.04 -0.01 -0.03
C -4.4258 -1.0989 1.1227 0.07 0.21 0.32
C -3.2032 -1.2801 0.5256 0.15 -0.19 -0.27
C 1.9803 -0.2695 -0.1846 -0.15 0.39 0.42
C 1.6710 -0.7948 1.2342 0.06 0.10 0.13
C 1.1444 0.4133 2.0425 -0.01 0.02 0.06
C 0.8329 1.5520 1.0305 -0.07 0.10 0.04
C 1.1262 1.0043 -0.3842 0.00 0.02 0.05
H 5.2014 1.0056 0.1837 -0.08 -0.16 -0.18
H 3.7506 1.9766 0.4416 -0.05 0.10 0.03
H 4.1432 0.6463 1.5481 -0.03 -0.01 0.14
H 2.9064 -1.3285 -2.9970 0.13 -0.12 0.16
H 2.7682 -3.7087 -2.2721 -0.04 0.10 -0.07
H 4.4391 -3.1820 -2.2935 -0.17 0.29 -0.09
H 5.6244 -2.7107 -0.1793 0.25 0.06 -0.15
H 5.8690 -3.3353 2.1863 0.10 0.03 0.04
H 3.9842 -4.3807 3.3708 0.03 -0.09 0.18
H 1.8881 -4.8579 2.1772 -0.10 -0.06 0.06
H 1.6678 -4.2457 -0.1920 -0.30 -0.16 -0.15
H 0.5564 -2.5742 -2.4123 0.36 -0.20 -0.29
H -0.6449 -0.9840 -0.1019 -0.06 0.13 0.13
H -1.8187 -2.9440 -2.1258 -0.05 -0.26 -0.34
H -4.1636 -3.2987 -2.0209 0.01 -0.14 -0.23
H -6.3364 -2.9565 -0.9439 -0.15 -0.09 -0.08
H -6.5114 -1.5489 1.0653 -0.17 0.05 0.08
H -4.5028 -0.4777 1.9987 -0.01 0.19 0.04
H -2.3333 -0.8152 0.9526 0.10 0.21 0.12
H 0.9351 -1.6030 1.1797 0.13 0.14 0.03
H 2.5801 -1.2259 1.6659 -0.16 -0.05 -0.06
H 0.2559 0.1418 2.6255 0.18 0.03 -0.16
H 1.8942 0.7430 2.7723 -0.15 -0.08 -0.17
H -0.2041 1.8991 1.1187 0.22 -0.10 -0.13
H 1.4606 2.4274 1.2384 -0.12 -0.21 -0.06
H 1.6825 1.7194 -0.9991 -0.18 -0.13 0.04
H 0.2089 0.7683 -0.9321 0.10 0.14 0.12
C -4.0597 5.8284 -0.7154 0.04 -0.24 -0.04
C -2.8471 5.1626 -0.0599 -0.37 0.34 -0.17
C -2.0107 6.1968 0.7048 -0.01 -0.65 -0.13
O -3.3362 4.1988 0.9049 0.60 0.43 -0.23
C -3.7177 2.9754 0.4078 -0.27 -1.77 -1.54
O -4.4305 2.2047 1.0476 -0.11 0.73 1.38
C -3.2534 2.5893 -0.8703 0.53 1.65 0.84
C -2.3445 3.3883 -1.6017 -1.03 -2.07 -0.39
O -1.8753 2.9560 -2.6516 0.99 1.17 -0.21
O -2.0011 4.6218 -1.1046 -0.04 0.25 0.78
H -4.6337 5.0876 -1.2657 -0.03 -0.13 -0.05
H -4.7088 6.2669 0.0388 0.04 0.02 0.13
H -3.7476 6.6021 -1.4126 0.13 0.05 -0.02
H -1.1459 5.7041 1.1451 0.05 -0.05 0.04
H -1.6545 6.9752 0.0325 -0.08 -0.05 -0.11
H -2.5927 6.6523 1.5037 -0.12 -0.06 -0.04
H -3.5361 1.6310 -1.2607 -0.08 -0.09 -0.08